No. 1
The following is a quantum chemistry calculation of a cluster of 2 separate species, C9H26NO2PSi in total, from the OMol25 dataset.

Bonds (Å) are listed after each position.
Positions of all 40 atoms, in Å:
1 C -3.07403 -0.83191 -0.97014  C2 1.521, H10 1.082, H11 1.084, H12 1.082
2 C -2.36749 -1.79983 -1.90613  C1 1.521, C3 1.549, H13 1.084, H14 1.083
3 C -1.68080 -1.05003 -3.07475  C2 1.549, C4 1.540, H15 1.084, H16 1.083
4 C -0.23125 -1.49135 -3.34849  C3 1.540, C5 1.537, H17 1.083, H18 1.083
5 C 0.74930 -0.30930 -3.40754  C4 1.537, Si6 1.859, H19 1.087, H20 1.084
6 Si 1.11670 0.44697 -1.74963  C5 1.859, O7 1.673, P8 2.247, H21 1.480
7 O 1.94252 1.88141 -1.99057  Si6 1.673, H22 0.971
8 P 2.26172 -0.95083 -0.41344  Si6 2.247, N9 1.595, H23 1.416, H24 1.413
9 N 2.99662 -2.15248 -1.16075  P8 1.595, H25 1.016
10 H -3.64985 -1.34098 -0.20851  C1 1.082
11 H -3.74079 -0.21354 -1.55984  C1 1.084
12 H -2.33975 -0.17549 -0.52297  C1 1.082
13 H -1.62715 -2.36881 -1.35576  C2 1.084
14 H -3.08779 -2.48353 -2.33729  C2 1.083
15 H -1.69571 0.00324 -2.81821  C3 1.084
16 H -2.27022 -1.15263 -3.97766  C3 1.083
17 H 0.07947 -2.24232 -2.63285  C4 1.083
18 H -0.22089 -1.93863 -4.33480  C4 1.083
19 H 0.28896 0.46803 -4.01116  C5 1.087
20 H 1.65765 -0.57846 -3.93490  C5 1.084
21 H -0.16101 0.76088 -1.07208  Si6 1.480
22 H 2.54133 2.05928 -1.24756  O7 0.971
23 H 3.20657 -0.13872 0.25981  P8 1.416
24 H 1.38253 -1.39096 0.60085  P8 1.413
25 H 2.79549 -2.10980 -2.15528  N9 1.016
26 C -0.11487 3.09368 3.30281  C27 1.519, H31 1.091, H32 1.090, H33 1.091
27 C -0.06823 1.97620 2.27525  C26 1.519, O28 1.418, H34 1.091, H35 1.096
28 O 1.12113 1.20610 2.32018  C27 1.418, C29 1.417
29 C 1.37148 0.51678 3.53255  O28 1.417, C30 1.519, H36 1.095, H37 1.090
30 C 0.30403 -0.50383 3.88930  C29 1.519, H38 1.091, H39 1.090, H40 1.091
31 H 0.78294 3.70950 3.23833  C26 1.091
32 H -0.98600 3.72539 3.12912  C26 1.090
33 H -0.18331 2.70845 4.32125  C26 1.091
34 H -0.09609 2.40376 1.27227  C27 1.091
35 H -0.94764 1.32884 2.36685  C27 1.096
36 H 1.51845 1.22667 4.35366  C29 1.095
37 H 2.32440 0.00817 3.38291  C29 1.090
38 H -0.64609 -0.02920 4.13888  C30 1.091
39 H 0.61911 -1.08860 4.75347  C30 1.090
40 H 0.12856 -1.18210 3.05286  C30 1.091

Output
**Lowest unoccupied orbital energy**: 0.6 eV
**E_HOMO**: -8.46 eV
**Orbital gap**: 9.05 eV
**SMILES**: CCCCC[Si@H](O)[PH2]=N.CCOCC

No. 2
The following is a quantum chemistry calculation of a cluster of 2 separate species, C9H26NO4P2 in total, from the OMol25 dataset.

Bonds (Å) are listed after each position.
Positions of all 42 atoms, in Å:
1 C -2.29381 -0.74823 3.63760  C2 1.549, H16 1.088, H17 1.089, H18 1.085
2 C -1.36140 -0.75225 2.40120  C1 1.549, C3 1.531, H19 1.087, H20 1.090
3 C -2.10129 -0.36414 1.11849  C2 1.531, O4 1.436, H21 1.089, H22 1.092
4 O -1.34383 0.41395 0.17956  C3 1.436, P5 1.652
5 P 0.18200 -0.10424 -0.18527  O4 1.652, C6 1.852, C11 1.848
6 C 0.36507 0.82204 -1.77799  P5 1.852, P7 1.788, H23 1.091, H24 1.087
7 P 1.01167 2.43969 -1.37459  C6 1.788, O8 1.469, O9 1.585, O10 1.619
8 O 0.89523 3.45209 -2.43213  P7 1.469
9 O 2.49101 2.21961 -0.85112  P7 1.585, H25 0.971
10 O 0.17066 3.01217 -0.11579  P7 1.619, H26 0.963
11 C -0.02836 -1.84178 -0.77833  P5 1.848, C12 1.551, C13 1.535, H27 1.089
12 C -0.68872 -1.91859 -2.17991  C11 1.551, H28 1.088, H29 1.087, H30 1.087
13 C 1.34105 -2.53440 -0.82204  C11 1.535, C14 1.532, H31 1.092, H32 1.096
14 C 1.99272 -2.87460 0.52221  C13 1.532, C15 1.544, H33 1.089, H34 1.091
15 C 2.82390 -1.75464 1.18363  C14 1.544, H35 1.085, H36 1.091, H37 1.088
16 H -3.28294 -0.36920 3.38981  C1 1.088
17 H -1.89436 -0.09098 4.40812  C1 1.089
18 H -2.37837 -1.73458 4.08202  C1 1.085
19 H -0.53058 -0.07519 2.58518  C2 1.087
20 H -0.97682 -1.76646 2.29415  C2 1.090
21 H -2.95503 0.25854 1.38113  C3 1.089
22 H -2.50896 -1.24770 0.62316  C3 1.092
23 H 1.15205 0.31665 -2.33968  C6 1.091
24 H -0.54731 0.91330 -2.36161  C6 1.087
25 H 2.54615 1.44328 -0.26999  O9 0.971
26 H 0.38083 2.60621 0.73139  O10 0.963
27 H -0.67339 -2.39394 -0.09601  C11 1.089
28 H -1.24573 -2.84944 -2.26276  C12 1.088
29 H -1.39011 -1.10476 -2.34279  C12 1.087
30 H 0.08086 -1.90995 -2.94811  C12 1.087
31 H 1.18653 -3.47138 -1.36134  C13 1.092
32 H 2.04319 -1.95632 -1.43401  C13 1.096
33 H 2.66229 -3.71666 0.35417  C14 1.089
34 H 1.21195 -3.22554 1.19881  C14 1.091
35 H 3.80441 -2.11956 1.47199  C15 1.085
36 H 2.96623 -0.93365 0.47939  C15 1.091
37 H 2.31222 -1.34610 2.05225  C15 1.088
38 N -1.09415 5.06825 -1.63117  H39 1.019, H40 1.024, H41 1.034, H42 1.019
39 H -0.84503 5.93608 -1.15808  N38 1.019
40 H -0.67248 5.04770 -2.56365  N38 1.024
41 H -0.69913 4.26518 -1.11231  N38 1.034
42 H -2.10818 4.98954 -1.69559  N38 1.019

Output
**Lowest unoccupied orbital energy**: -3.1 eV
**Net charge**: +1
**E_HOMO**: -11.53 eV
**Orbital gap**: 8.44 eV

Q: Which of these has the highest lowest unoccupied orbital energy?
A: C9H26NO2PSi

Q: Among the records above, which one has the lowest lowest unoccupied orbital energy?
A: C9H26NO4P2

Q: What is the formula in the second record?
A: C9H26NO4P2